1.
This record from OMol25 describes a molecular structure, C14H25BIO3P2Tc at a distorted geometry. The level of theory is ωB97M-V/def2-TZVPD.

Positions of all 47 atoms, in Å:
1 C -0.3675 0.3186 -3.0595
2 I 2.2489 0.5793 1.0702
3 H 0.5297 0.3831 -3.6940
4 H -0.9995 1.1769 -3.3265
5 H -0.9052 -0.5886 -3.3669
6 Tc 0.1197 0.2569 -1.0107
7 P 0.5362 2.6285 -1.2280
8 C -0.9109 3.4585 -0.4837
9 C 1.9280 3.5250 -0.4391
10 H 1.9783 4.5457 -0.8410
11 H 0.8272 4.4766 -2.7712
12 H 2.8654 3.0080 -0.6631
13 H 1.4592 2.9527 -3.4485
14 H -1.0382 3.0846 0.5387
15 H 1.7943 3.5601 0.6452
16 C 0.6331 3.4019 -2.8850
17 H -0.7525 4.5444 -0.4736
18 H -0.2981 3.2532 -3.4393
19 H -1.8077 3.2204 -1.0671
20 P 0.4320 -2.0702 -1.3369
21 C -1.0089 -3.0598 -0.7981
22 C 0.6786 -2.7892 -2.9907
23 H 2.7402 -2.0862 -0.6510
24 H 2.0897 -3.7457 -0.8063
25 H 1.6967 -2.7379 0.6286
26 C 1.8800 -2.7312 -0.4490
27 H 1.5029 -2.2742 -3.4965
28 H 0.9263 -3.8548 -2.8825
29 H -0.7625 -4.1266 -0.8418
30 H -1.8391 -2.8633 -1.4844
31 H -0.2358 -2.6848 -3.5849
32 H -1.3161 -2.7999 0.2175
33 C -1.7840 0.2854 -0.8678
34 O -2.9554 0.3271 -0.8691
35 O 0.0888 -1.5420 1.6935
36 B -0.1243 -0.2435 1.0402
37 O -0.9928 0.5398 1.9059
38 C -1.2524 -0.2467 2.9873
39 C -1.7574 0.2211 4.1862
40 C -1.3036 -0.4028 5.3517
41 C -0.4547 -1.5203 5.2932
42 C -0.0754 -2.0894 4.0731
43 C -0.5088 -1.4504 2.9210
44 H -2.4312 1.0693 4.1888
45 H -1.5897 0.0035 6.3189
46 H -0.0708 -1.9683 6.2153
47 H 0.5872 -2.9448 3.9809

Values from the calculation:
- charge = +3
- energy (eV) = -50590.87465
- <S²> = 3.80
- HOMO-LUMO gap (alpha / beta) (eV) = 6.58 / 5.51
- 2S+1 = 4
- energy above the lowest of the compared OMol25 structures with the same formula, charge and spin (kJ/mol) = 0.0


2.
This record from OMol25 describes a molecular structure, C14H25CaN5O6 at a distorted geometry. The level of theory is ωB97M-V/def2-TZVPD.

Positions of all 51 atoms, in Å:
1 O -1.8829 0.5591 -3.5849
2 H -2.9955 -0.7848 -4.5655
3 Ca 0.1927 0.1324 -0.8462
4 N 1.3502 -1.8530 -1.7255
5 N -0.7503 -2.0807 -0.3127
6 N 0.3909 2.5122 -0.2987
7 N -1.4251 1.0491 0.7057
8 O 2.3891 -1.6500 -2.4479
9 O 1.3673 3.1662 -0.8132
10 O -2.3640 0.2285 1.2847
11 O -1.8467 -2.0934 0.3956
12 C -0.1607 -3.2652 -0.6106
13 C 1.0339 -3.1314 -1.3875
14 C -0.1808 3.0216 0.8261
15 C -1.2195 2.1968 1.3741
16 C 1.8151 -4.3234 -1.8005
17 H 1.1901 -5.0065 -2.3934
18 H 2.1680 -4.8808 -0.9209
19 H 2.6711 -4.0080 -2.3973
20 C -0.7050 -4.5791 -0.1689
21 H -0.8945 -5.2196 -1.0392
22 H -1.6383 -4.4304 0.3847
23 H 0.0197 -5.1112 0.4609
24 C 0.3040 4.2318 1.5324
25 C -1.8629 2.5042 2.6775
26 H 0.9271 4.8257 0.8599
27 H 0.9087 3.9666 2.4147
28 H -0.5457 4.8388 1.8742
29 H -2.8369 2.0141 2.7537
30 H -1.9977 3.5820 2.7773
31 H -1.2365 2.1690 3.5155
32 H 1.9830 1.7539 -1.8783
33 H -2.1829 -0.7144 0.8534
34 C -3.1293 0.3123 -4.5809
35 H -2.6280 0.9136 -5.3747
36 H -3.6990 0.8460 -3.8434
37 H -4.0107 0.0038 -5.2059
38 O 1.6730 0.8234 -1.9888
39 H -1.0624 0.3427 -4.0621
40 H 2.3303 0.1884 -2.3508
41 C 1.8477 1.0566 3.8276
42 C 2.6112 1.5312 2.7664
43 C 2.3910 1.0134 1.4895
44 N 1.4365 0.1020 1.2502
45 C 0.7395 -0.3998 2.2807
46 C 0.8946 0.0852 3.5754
47 H 1.9929 1.4644 4.8300
48 H 3.3983 2.2768 2.8719
49 H 2.9578 1.3517 0.6164
50 H 0.0024 -1.1742 2.0422
51 H 0.2694 -0.3576 4.3575

Values from the calculation:
- energy (eV) = -53089.16929
- HOMO-LUMO gap (alpha / beta) (eV) = 5.68 / 4.95


3.
This record from OMol25 describes a molecular structure, C14H25Cl2N2OP2Y at a distorted geometry. The level of theory is ωB97M-V/def2-TZVPD.

Positions of all 47 atoms, in Å:
1 C -1.0674 -3.4153 -2.3952
2 C -0.3461 -2.5023 -1.6096
3 H -0.6583 -4.4432 -2.2825
4 H -1.0378 -3.0573 -3.4390
5 H -2.1408 -3.3535 -2.1049
6 O 0.4353 -2.0836 -0.8487
7 Cl -1.9782 -0.4228 -1.7749
8 Y -0.8861 1.1851 -0.0068
9 P 0.8735 1.1628 -2.3096
10 C 2.6981 1.2193 -2.1908
11 C 0.7206 0.1573 -3.8321
12 H 1.2733 0.6565 -4.6426
13 H 1.0220 3.0035 -3.9068
14 H -0.3354 0.0536 -4.1049
15 H -0.6252 2.8727 -3.1748
16 H 3.0653 0.2041 -1.9779
17 H 1.1453 -0.8410 -3.6622
18 C 0.4572 2.8306 -2.9770
19 H 3.1160 1.5782 -3.1463
20 H 0.7109 3.5922 -2.2238
21 H 2.9887 1.8859 -1.3681
22 P -2.1607 -0.9280 1.5114
23 C -1.5832 -1.5116 3.1533
24 C -3.6535 0.0561 1.9787
25 H -3.5216 -2.2819 0.0113
26 H -3.6604 -2.8251 1.7197
27 H -2.2140 -3.2373 0.7482
28 C -2.9706 -2.4672 0.9392
29 H -4.1213 0.4476 1.0641
30 H -4.3761 -0.5653 2.5320
31 H -2.4313 -1.9370 3.7188
32 H -1.1412 -0.6690 3.7030
33 H -3.3480 0.9189 2.5894
34 H -0.8041 -2.2766 3.0171
35 Cl -1.8546 3.3876 0.5227
36 N 3.5222 4.4861 2.5946
37 C 3.1100 3.3964 2.4547
38 C 2.5888 2.0516 2.2665
39 C 3.1758 0.9591 2.9127
40 C 2.6656 -0.3218 2.7064
41 C 1.5813 -0.4813 1.8491
42 N 1.0185 0.5723 1.2124
43 C 1.4976 1.8264 1.4301
44 H 4.0401 1.1091 3.5606
45 H 3.1019 -1.1908 3.1983
46 H 1.1301 -1.4596 1.6607
47 H 0.9778 2.6583 0.9235

Values from the calculation:
- charge = +2
- energy (eV) = -64605.48022
- HOMO-LUMO gap (eV) = 7.81
- energy above the lowest of the compared OMol25 structures with the same formula, charge and spin (kJ/mol) = 104.6


4.
This record from OMol25 describes a molecular structure, C14H25ClNPSn at a distorted geometry. The level of theory is ωB97M-V/def2-TZVPD.

Positions of all 43 atoms, in Å:
1 C -2.6310 0.3482 -2.5965
2 C -2.4110 -0.8665 -1.9533
3 C -1.6666 -0.9488 -0.7648
4 C -1.1722 0.2295 -0.1910
5 C -1.3284 1.4498 -0.8799
6 C -2.1096 1.5159 -2.0391
7 C -1.4957 -2.3338 -0.1780
8 C -0.0775 -2.9235 -0.0480
9 N 0.9971 -1.9399 0.1512
10 Sn -0.3230 0.2185 1.8415
11 C -0.6274 2.7129 -0.4121
12 P 1.0409 2.2113 0.2266
13 H -2.8162 -1.7951 -2.3644
14 H -2.2656 2.4843 -2.5233
15 H -3.2009 0.3772 -3.5282
16 H -1.1782 3.2436 0.3789
17 H -0.4605 3.4300 -1.2311
18 H -1.9848 -2.3977 0.8039
19 H -2.0348 -3.0287 -0.8378
20 H -0.0739 -3.6118 0.8077
21 C 1.6232 3.6302 1.1930
22 C 1.9464 2.2218 -1.3502
23 H 0.1462 -3.5133 -0.9602
24 C 1.5019 -1.3866 -1.1076
25 C 2.0963 -2.4631 0.9678
26 H -0.8444 1.7403 2.5080
27 H 1.9787 -2.1830 -1.7117
28 H 0.6851 -0.9458 -1.6896
29 H 2.2517 -0.6131 -0.8907
30 H 2.6300 -3.2760 0.4461
31 H 2.8039 -1.6546 1.1790
32 H 1.7030 -2.8540 1.9128
33 H 1.9723 3.2450 -1.7528
34 H 2.9715 1.8593 -1.1871
35 H 1.4499 1.5591 -2.0768
36 H 1.7391 4.5217 0.5646
37 H 0.9235 3.8328 2.0164
38 H 2.5982 3.3631 1.6288
39 H 1.4026 0.1587 2.0965
40 Cl -0.5764 -2.6629 3.4386
41 C -1.3710 -1.1091 3.1923
42 H -2.3671 -1.2714 2.7688
43 H -1.4452 -0.5746 4.1515

Values from the calculation:
- energy (eV) = -44054.09590
- HOMO-LUMO gap (eV) = 8.24
- energy above the lowest of the compared OMol25 structures with the same formula, charge and spin (kJ/mol) = 0.0